# 1
One molecule with the formula C3H5N3OS at a distorted geometry. Source: the Open Molecules 2025 dataset; level of theory: wB97M-V/def2-TZVPD.

Results
**Largest force on an atom**: 0.0315 hartree/bohr
**ΔE to the lowest compared entry with this formula, charge and spin**: 1.8058 eV
**Orbital gap**: 9.010 eV
**SMILES**: N/N=C1/CC(=O)SN1
**LUMO level**: 0.016 Ha

Geometry as ORCA input:
```
! wB97M-V def2-TZVPD RIJCOSX def2/J DEFGRID3
* xyz 0 1
N -2.36925 0.39898 -0.31158
N -1.41726 -0.61095 -0.13331
C -0.23541 -0.16011 0.07862
C 0.94518 -1.05057 0.17646
C 2.17426 -0.25603 -0.11551
O 3.29517 -0.65775 -0.27887
S 1.78539 1.51400 -0.06676
N 0.08155 1.19807 0.19653
H -2.25784 1.19840 0.37523
H -3.29296 0.00717 -0.22506
H 0.81955 -1.91274 -0.47235
H 1.00748 -1.40909 1.20986
H -0.53586 1.74061 -0.43325
*
```

=====

# 2
C15H13N3O6S2Zn as an isolated structure. Source: the Open Molecules 2025 dataset; level of theory: wB97M-V/def2-TZVPD.

Results
**Largest force on an atom**: 0.0180 hartree/bohr
**Orbital gap**: 5.434 eV
**LUMO level**: 0.165 Ha

Geometry as ORCA input:
```
! wB97M-V def2-TZVPD RIJCOSX def2/J DEFGRID3
* xyz -2 1
Zn -0.51449 1.19194 0.39546
O 5.46921 0.54534 0.74386
C 4.13021 0.81344 0.88626
C 3.55971 1.94494 0.31626
C 2.19221 2.12634 0.42976
N 1.43691 1.25444 1.06956
C 1.96811 0.21324 1.68466
C 3.32771 -0.05196 1.62056
C 0.95681 -0.59006 2.52196
O 1.41351 -1.43256 3.30506
O -0.23659 -0.27756 2.34686
C 1.45231 3.38124 -0.08584
O 2.15921 4.30864 -0.49164
O 0.21061 3.32834 0.01576
H 5.83591 1.20984 0.14726
H 4.14411 2.67884 -0.22034
H 3.73651 -0.91856 2.11496
S -0.59309 0.72714 -1.94804
C -2.30669 0.90804 -2.16594
C -2.76219 0.91094 -3.48684
C -4.10129 0.99804 -3.80664
C -5.04099 1.09794 -2.79214
C -4.61109 1.12214 -1.47924
C -3.26469 1.03694 -1.13294
S -2.90729 1.09204 0.58186
H -2.02139 0.83494 -4.27234
H -4.40779 0.96944 -4.84644
H -6.10239 1.15634 -3.01254
H -5.32879 1.20124 -0.67394
C 1.58521 -3.73506 1.43086
N 0.17011 -3.45966 1.31156
C -0.22729 -2.36146 0.56476
N -1.56369 -2.08026 0.69346
O 0.51501 -1.82066 -0.22764
H 1.76111 -4.81546 1.39306
H 1.98601 -3.31306 2.35646
H 2.07961 -3.25046 0.58986
H -0.34479 -3.57956 2.17216
H -1.94989 -2.20456 1.61846
H -1.80569 -1.16096 0.33176
*
```

=====

# 3
C50H54CaN3O6PS4 as an isolated structure at a distorted geometry. Source: the Open Molecules 2025 dataset; level of theory: wB97M-V/def2-TZVPD.

Results
**Largest force on an atom**: 0.0543 hartree/bohr
**Orbital gap**: 7.498 eV
**LUMO level**: -0.004 Ha

Geometry as ORCA input:
```
! wB97M-V def2-TZVPD RIJCOSX def2/J DEFGRID3
* xyz 0 1
Ca -0.05340 0.82532 0.03235
O 0.48847 2.74140 1.11020
S -0.55015 3.87540 1.14223
C -1.79519 3.44355 2.42106
C -1.29779 2.32542 3.34968
C -2.10108 1.03458 3.16587
C -1.53277 -0.18334 3.88709
S 0.10522 -0.72632 3.30683
O 0.30225 -0.12719 1.91032
C 1.17173 0.19806 4.39094
C 1.16153 -0.11718 5.74601
C 2.00181 0.57522 6.60514
C 2.84627 1.56114 6.10225
C 2.86374 1.83967 4.74164
C 2.03327 1.14427 3.87074
C 0.26129 5.11414 2.15349
C -0.39979 6.31126 2.41761
C 0.21826 7.27062 3.20317
C 1.49550 7.03946 3.70948
C 2.16145 5.85974 3.40432
C 1.54597 4.89171 2.61480
H -2.66812 3.14244 1.84525
H -2.01005 4.36587 2.95491
H -1.33441 2.65121 4.39129
H -0.25396 2.12967 3.11142
H -2.17250 0.82179 2.10219
H -3.11738 1.18013 3.53507
H -2.17398 -1.04765 3.71410
H -1.42990 -0.03287 4.96369
H 0.50699 -0.89990 6.12653
H 1.99597 0.34652 7.66489
H 3.50181 2.10433 6.77483
H 3.52035 2.61143 4.35663
H 2.04199 1.34011 2.80405
H -1.39128 6.49469 2.00624
H -0.29083 8.20394 3.41546
H 1.97380 7.78720 4.33147
H 3.16720 5.69525 3.77275
H 2.05431 3.97061 2.34918
C -5.24859 2.99619 -7.23401
C -5.78138 4.01321 -6.25997
O -6.82753 3.94106 -5.69153
S -4.59310 5.42186 -5.90452
C -3.93725 4.69302 -4.40618
C -2.64743 4.17883 -4.42477
C -2.15394 3.49969 -3.31960
C -2.95085 3.30838 -2.19168
C -4.23627 3.85777 -2.16744
C -4.72668 4.55406 -3.26341
C -2.46668 2.49408 -1.09735
C -2.08517 1.74444 -0.20190
H -6.03059 2.29654 -7.52337
H -4.44146 2.45189 -6.73802
H -4.82681 3.49620 -8.10350
H -2.04695 4.26805 -5.32298
H -1.16854 3.05390 -3.35281
H -4.86115 3.70718 -1.29604
H -5.73331 4.95081 -3.25723
C -1.11196 -4.27414 -4.21553
C 0.14437 -4.00357 -3.39313
C 0.94794 -5.29419 -3.21410
C 0.99496 -2.95554 -4.10069
N -0.32692 -3.48552 -2.08385
N 0.66271 -2.88681 -1.23917
H -0.86865 -4.84800 -5.11540
H -1.57310 -3.33489 -4.52306
H -1.84168 -4.84334 -3.62656
H 1.29337 -5.67827 -4.17982
H 0.32800 -6.06655 -2.74262
H 1.82929 -5.13073 -2.58362
H 1.17022 -3.27678 -5.13051
H 1.96924 -2.81838 -3.62245
H 0.48339 -1.99082 -4.13955
H -0.72363 -4.25255 -1.56054
H 0.69553 -1.89035 -1.43312
H 1.57337 -3.25718 -1.48743
O -1.70652 -0.89817 -5.78918
S -2.03883 0.07596 -4.78276
O -2.74216 1.25335 -5.20562
N -0.70489 0.45877 -3.91988
C -0.75883 -0.04100 -2.70763
O 0.19135 0.06118 -1.83470
C -2.04069 -0.76681 -2.38871
C -2.42633 -1.38971 -1.21907
C -3.69238 -1.93951 -1.14804
C -4.55805 -1.88547 -2.24301
C -4.16306 -1.28358 -3.42939
C -2.89566 -0.72791 -3.46303
H -1.74562 -1.47706 -0.37984
H -4.02125 -2.41707 -0.23300
H -5.54573 -2.32219 -2.16772
H -4.81709 -1.24544 -4.29568
C 1.00660 -3.74988 1.79349
P 2.22064 -2.55309 1.08213
C 3.41277 -3.76792 0.33541
C 3.95640 -3.50738 -0.92159
C 4.82238 -4.41244 -1.53245
C 5.16261 -5.58799 -0.88266
C 4.65258 -5.84716 0.38775
C 3.78905 -4.94418 0.99052
C 3.30183 -2.15296 2.55340
C 4.53252 -1.54578 2.26501
C 5.40196 -1.16136 3.27312
C 5.05747 -1.36098 4.60955
C 3.83769 -1.93881 4.91545
C 2.96417 -2.32279 3.89365
H 0.02634 -3.28213 1.86998
H 1.30440 -4.13369 2.76939
H 0.92758 -4.57886 1.09338
H 3.70442 -2.58034 -1.43173
H 5.22044 -4.19739 -2.51722
H 5.82384 -6.30138 -1.36062
H 4.93273 -6.75534 0.90900
H 3.40691 -5.15444 1.98574
H 4.81639 -1.39126 1.22880
H 6.35003 -0.69990 3.02263
H 5.73864 -1.06713 5.40007
H 3.55335 -2.09163 5.95188
H 2.01256 -2.77046 4.16543
*
```

=====

# 4
One molecule with the formula C5H8O2 at a distorted geometry. Source: the Open Molecules 2025 dataset; level of theory: wB97M-V/def2-TZVPD.

Results
**Largest force on an atom**: 0.0365 hartree/bohr
**ΔE to the lowest compared entry with this formula, charge and spin**: 1.8727 eV
**Orbital gap**: 10.533 eV
**SMILES**: O=C[C@H]1C[C@@H](O)C1
**LUMO level**: 0.027 Ha

Geometry as ORCA input:
```
! wB97M-V def2-TZVPD RIJCOSX def2/J DEFGRID3
* xyz 0 1
O 1.76914 -1.63543 -1.52603
C 0.82735 -1.75601 -0.78087
C -0.17711 -0.70076 -0.50755
C 0.08333 0.78977 -0.79881
C -0.51777 1.19005 0.57409
O 0.24584 2.01688 1.41952
C -0.65602 -0.31929 0.93979
H 0.47748 -2.74206 -0.38867
H -0.81503 -1.26434 -1.26275
H 1.13898 1.06618 -0.91062
H -0.46692 1.15581 -1.66555
H -1.48058 1.70691 0.50523
H 1.16619 1.72260 1.40871
H 0.05410 -0.58057 1.73940
H -1.64898 -0.64974 1.25412
*
```

=====

# 5
C36H30ClN5O6ReSTe as an isolated structure. Source: the Open Molecules 2025 dataset; level of theory: wB97M-V/def2-TZVPD.

Results
**Largest force on an atom**: 0.0106 hartree/bohr
**ΔE to the lowest compared entry with this formula, charge and spin**: 0.0571 eV
**Orbital gap (spin up / spin down)**: 6.443 / 6.164 eV
**LUMO level (spin up / spin down)**: -0.021 / -0.028 Ha
**⟨S²⟩**: 0.761

Geometry as ORCA input:
```
! wB97M-V def2-TZVPD RIJCOSX def2/J DEFGRID3
* xyz 0 2
Re 0.48070 0.57932 -1.23640
O 0.55590 -0.91617 0.21507
N 0.96955 -0.63811 1.39083
N 1.10522 0.60362 1.57118
O 0.77032 1.44873 0.61145
C 1.53382 1.13884 2.82639
C 1.75889 2.50151 2.91297
C 2.15736 3.03352 4.13181
C 2.32650 2.21164 5.23528
C 2.09988 0.84506 5.12421
C 1.69894 0.29447 3.91889
H 1.62746 3.12334 2.03885
H 2.33867 4.09777 4.21313
H 2.63909 2.63294 6.18210
H 2.23460 0.20057 5.98355
H 1.51564 -0.76588 3.81723
C -1.56931 3.35550 -1.25149
C -0.14499 3.70136 -1.55600
C 0.12375 5.06139 -1.84008
C 1.39153 5.47229 -2.08971
C 2.44332 4.53504 -2.04336
C 3.78506 4.92201 -2.24247
C 4.77787 3.98602 -2.17051
C 4.46114 2.64284 -1.91863
C 3.15967 2.22743 -1.73358
S 2.79303 0.53872 -1.52057
C 2.11558 3.18535 -1.77886
N 0.80943 2.78493 -1.55582
H -2.07802 4.23499 -0.85843
H -1.63636 2.55101 -0.52817
H -2.09514 3.05091 -2.16039
H -0.70464 5.75692 -1.84558
H 1.61242 6.51079 -2.31091
H 4.00396 5.96293 -2.44787
H 5.81159 4.27105 -2.32004
H 5.24924 1.90026 -1.88278
O -4.38335 0.25502 -4.57291
C -4.71268 -0.10530 -3.34497
O -5.80854 -0.52126 -3.06794
C -3.64753 -0.00684 -2.29931
C -3.80681 -0.34016 -0.96849
Cl -5.15849 -0.89782 -0.12114
N -2.62616 -0.14270 -0.32861
N -1.70768 0.31413 -1.19197
C -2.29225 0.38064 -2.37826
C -1.41299 0.83171 -3.49588
O -1.85706 1.05560 -4.61320
O -0.16918 0.98332 -3.15617
C -2.30841 -0.39851 1.04812
C -2.08207 0.66540 1.90574
C -1.76084 0.40497 3.22970
C -1.66869 -0.90642 3.67706
C -1.90816 -1.96178 2.80610
C -2.23278 -1.71102 1.48310
H -3.43600 0.55989 -4.65565
H -2.16512 1.68198 1.54609
H -1.57884 1.22738 3.91027
H -1.40913 -1.10596 4.70978
H -1.82913 -2.98557 3.15034
H -2.39752 -2.52280 0.78506
C -0.21171 -6.51174 1.65842
C -0.05745 -5.40373 0.65069
C -1.11594 -5.00616 -0.15191
C -0.98634 -3.97915 -1.08898
C -2.19288 -3.63091 -1.92814
C 0.24482 -3.32968 -1.22345
Te 0.47324 -1.78457 -2.66627
C 1.33702 -3.74165 -0.44578
C 2.70591 -3.13071 -0.60201
C 1.16406 -4.76001 0.48302
H -1.24712 -6.84743 1.72085
H 0.10225 -6.18657 2.65264
H 0.40437 -7.37309 1.39007
H -2.07485 -5.50724 -0.05354
H -3.08805 -4.11492 -1.53651
H -2.06108 -3.95359 -2.96378
H -2.35778 -2.55268 -1.96867
H 2.68613 -2.04290 -0.49956
H 3.10709 -3.34083 -1.59664
H 3.39368 -3.53472 0.14150
H 2.01241 -5.06455 1.08990
*
```

=====

# 6
A 15-piece molecular cluster, C4H38NO14 overall at a distorted geometry. Source: the Open Molecules 2025 dataset; level of theory: wB97M-V/def2-TZVPD.

Results
**Largest force on an atom**: 0.1830 hartree/bohr
**ΔE to the lowest compared entry with this formula, charge and spin**: 4.3304 eV
**Orbital gap (spin up / spin down)**: 9.815 / 1.842 eV
**LUMO level (spin up / spin down)**: -0.207 / -0.499 Ha
**⟨S²⟩**: 0.753

Geometry as ORCA input:
```
! wB97M-V def2-TZVPD RIJCOSX def2/J DEFGRID3
* xyz 2 2
C -2.42604 2.46955 -1.24598
N -1.32403 1.44326 -0.80562
C -1.42805 1.29425 0.74016
C -2.81831 1.80448 1.12318
C -3.45218 2.23262 -0.22079
H -2.00878 3.50569 -1.19323
H -2.47225 2.20913 -2.19830
H -0.33522 1.79121 -1.17204
H -1.44964 0.52239 -1.20587
H -0.39632 1.82314 1.12768
H -1.37331 0.11875 0.90505
H -3.26536 1.04411 1.63096
H -2.88807 2.61423 1.91112
H -4.06392 3.13822 -0.09106
H -4.30991 1.47860 -0.69974
H 2.50538 -3.62392 3.30871
H 1.84255 -2.25286 3.04594
O 1.65741 -3.22106 3.38912
H 4.69783 0.24562 1.57595
H 4.44154 0.37875 0.06321
O 4.14515 0.27848 0.93916
H 2.82544 0.88393 -4.35338
H 1.60323 0.85661 -3.45735
O 1.88524 1.10924 -4.28948
H -0.33702 -4.53904 -0.54258
H -1.05222 -3.54091 0.26005
O -0.58026 -3.59236 -0.46511
H 3.07584 -0.86574 1.98790
H 1.72916 -0.17945 1.78106
O 2.12030 -0.96076 2.04614
H 1.26667 -0.03104 -0.57862
H 0.11962 -0.83491 -1.34380
O 0.69258 -0.02086 -1.29517
H 3.11543 1.54425 1.63490
H 1.66613 2.46710 2.25524
O 2.03481 1.64489 1.75795
H 0.97605 4.03483 -3.02795
H 0.79900 2.70586 -3.87457
O 0.32341 3.26181 -3.18558
H -1.59840 -1.82858 4.07288
H -0.72952 -1.94384 2.83715
O -1.53437 -1.61183 3.13617
H -0.69522 -1.77685 -3.39056
H -0.59312 -2.57304 -1.84972
O -0.70723 -1.76895 -2.44607
H -2.10684 -3.89935 2.37614
H -0.78161 -3.94597 2.07233
O -1.58707 -4.43195 1.92798
H 1.01523 2.90995 0.49550
H 1.62102 3.61669 -0.74444
O 0.89824 2.90882 -0.38077
H 3.10074 -1.55393 0.36378
H 2.65296 -2.56264 -0.57607
O 3.17948 -1.70497 -0.60116
H -3.81363 -1.20929 -1.61642
H -2.48520 -1.16874 -0.93448
O -3.37734 -0.69363 -0.97953
*
```

=====

Among the records above, which one has the lowest largest force on an atom? C36H30ClN5O6ReSTe